No. 1
Below is a structure of composition C19H39BGeIrN6O4PS4, with properties calculated with ωB97M-V with the def2-TZVPD basis set.

The geometry in ORCA input format:
```
! wB97M-V def2-TZVPD RIJCOSX def2/J DEFGRID3
* xyz -1 2
H -3.84 -0.68 0.43
H 1.21 4.50 -3.28
C 0.01 -2.33 1.97
S -1.94 1.32 -0.78
C 2.16 2.12 -2.13
H -3.22 2.64 -3.71
C -2.73 0.27 -1.90
H -3.82 -0.68 -4.78
H -1.51 5.78 -0.04
H -0.43 2.16 5.83
H 1.57 4.08 3.23
C 1.89 -3.53 -0.40
N -3.32 -0.89 -1.58
H -4.27 5.07 2.29
O -2.57 3.17 1.86
O -0.77 -1.87 1.08
H -2.62 1.47 -5.23
H 1.18 2.88 6.05
H 2.25 -2.85 -3.69
Ir -0.16 0.19 0.20
N -1.03 2.17 -3.74
C -1.31 4.86 0.51
H -1.02 -4.65 -1.65
C -2.63 4.37 1.08
C 0.40 2.65 5.33
N 1.50 -0.57 1.26
H -4.04 -2.32 -0.27
H -1.77 -3.20 -2.34
S 0.16 -0.21 -3.15
H -4.37 -2.40 -2.69
H 2.19 -0.97 0.63
Ge 0.62 -2.73 -1.67
C -3.32 5.44 1.92
H 0.74 5.61 3.55
H 2.20 -4.51 -0.77
H 1.88 1.66 -1.18
C -0.05 3.94 4.66
H 1.89 -1.97 2.72
H -3.49 6.34 1.33
C -3.86 -1.46 -2.71
H -2.42 -1.69 0.16
H 2.69 3.05 -1.95
H -1.58 -3.35 -0.57
H -0.48 4.59 5.43
B -2.51 1.71 -4.05
H 1.72 -0.49 -1.39
H 2.80 1.44 -2.70
H 1.44 -3.67 0.58
C -3.59 -0.61 -3.73
C -0.63 3.47 -3.94
H 0.58 -2.87 -4.24
H 1.29 -4.33 -3.55
H -0.59 5.07 1.30
C 1.10 4.69 4.01
N -2.88 0.46 -3.22
P -1.42 2.51 2.75
O -0.06 -3.38 2.60
O -1.13 3.78 3.73
H -2.69 5.69 2.78
H 1.85 4.95 4.76
C 0.66 -0.75 -1.48
H 1.87 0.27 1.71
N 0.96 2.41 -2.88
C -0.04 1.52 -3.11
H 2.79 -2.92 -0.30
C -3.41 -1.43 -0.23
C -1.13 -3.57 -1.53
N 1.13 -1.49 2.26
H 0.80 1.95 4.59
S 0.26 2.21 1.65
H -3.28 4.09 0.25
C 1.26 -3.24 -3.47
H -0.87 4.12 -0.16
H -1.30 4.19 -4.39
S -2.15 0.96 3.64
C 0.59 3.63 -3.39
*
```

Results
<S²>	0.7533
frontier orbital gap (spin up / spin down)	6.0 / 6.3	eV
ΔE to the lowest compared entry with this formula, charge and spin	0.2439	eV
LUMO energy (spin up / spin down)	2.21 / 2.21	eV
HOMO level (spin up / spin down)	-3.831 / -4.047	eV

Atom charges from the Löwdin analysis, given in e for atoms 1 to 4:
1 H 0.10
2 H 0.12
3 C -0.76
4 S 0.64

***

No. 2
Below is a structure of composition C40H44CuFN3O4PS, with properties calculated with ωB97M-V with the def2-TZVPD basis set.

The geometry in ORCA input format:
```
! wB97M-V def2-TZVPD RIJCOSX def2/J DEFGRID3
* xyz 1 2
H 15.48 -10.64 -8.26
C 13.58 -13.69 -5.07
H 12.21 -21.44 -12.78
H 8.13 -14.10 -7.66
S 14.10 -17.34 -9.65
H 14.83 -11.75 -9.42
H 12.03 -10.29 -10.65
C 12.57 -9.93 -8.66
H 13.28 -6.33 -9.65
H 12.49 -19.02 -9.75
C 10.73 -18.59 -12.82
C 15.43 -13.07 -6.42
H 12.74 -8.37 -5.72
H 15.59 -14.30 -4.69
H 10.43 -21.48 -12.86
C 12.92 -17.08 -13.66
C 8.53 -13.12 -7.52
C 9.85 -10.64 -7.13
H 16.22 -15.85 -16.53
C 15.42 -17.33 -8.51
C 13.32 -18.91 -9.11
H 15.46 -17.62 -14.95
C 12.72 -18.37 -14.17
H 13.58 -7.04 -7.32
H 9.46 -22.14 -16.38
C 9.87 -12.97 -7.87
C 13.04 -9.29 -6.20
H 10.38 -9.70 -6.88
H 14.43 -17.43 -17.27
C 13.26 -12.38 -7.10
H 12.12 -23.56 -14.02
C 15.23 -15.70 -16.17
H 11.69 -12.90 -5.88
C 12.96 -9.02 -7.69
H 15.90 -18.29 -8.35
C 10.38 -21.57 -16.24
C 10.55 -11.72 -7.66
H 14.99 -14.54 -14.05
C 14.16 -16.70 -16.55
C 11.34 -22.81 -14.26
H 12.44 -7.84 -11.28
F 9.61 -19.30 -12.51
C 10.61 -14.05 -8.55
H 12.36 -21.90 -15.81
H 11.40 -14.54 -7.98
C 11.59 -19.12 -13.78
O 13.19 -12.44 -11.24
N 11.50 -22.49 -15.74
O 14.85 -12.65 -12.67
C 13.40 -14.48 -12.59
C 13.28 -7.75 -8.08
Cu 11.77 -13.15 -9.97
H 10.45 -23.31 -14.11
H 13.43 -18.74 -14.89
O 14.62 -17.62 -11.04
C 14.95 -13.79 -5.35
O 11.56 -14.90 -11.12
C 8.49 -10.75 -6.83
N 11.41 -20.42 -14.37
C 10.25 -20.40 -15.25
H 13.11 -16.40 -16.59
H 15.09 -16.85 -7.60
H 16.13 -16.70 -8.98
H 12.30 -10.04 -5.89
H 7.90 -9.92 -6.46
C 7.84 -12.03 -7.01
H 13.99 -9.63 -5.79
C 13.82 -13.07 -12.14
H 11.62 -23.36 -16.33
H 10.75 -21.18 -17.23
N 14.02 -16.34 -14.08
C 12.60 -8.22 -10.30
H 10.31 -16.98 -11.43
H 16.29 -12.09 -8.60
H 13.07 -18.80 -8.05
H 9.85 -14.83 -8.82
C 13.11 -7.35 -9.38
C 14.81 -16.80 -15.21
H 14.87 -14.71 -15.99
H 6.81 -12.15 -6.82
P 12.20 -11.65 -8.31
C 14.67 -12.34 -7.33
C 11.34 -21.50 -13.40
C 12.29 -15.23 -12.08
H 14.01 -19.75 -9.25
H 13.18 -14.04 -4.10
C 12.06 -16.59 -12.66
H 9.27 -20.49 -14.70
H 10.18 -19.48 -15.81
C 12.76 -13.06 -5.99
C 12.32 -9.50 -9.94
C 14.20 -15.09 -13.49
C 10.98 -17.36 -12.23
H 16.51 -13.07 -6.55
C 15.31 -11.67 -8.47
*
```

Results
<S²>	0.7572
frontier orbital gap (spin up / spin down)	5.3 / 6.0	eV
ΔE to the lowest compared entry with this formula, charge and spin	0.0000	eV
LUMO energy (spin up / spin down)	-3.16 / -3.16	eV
HOMO level (spin up / spin down)	-8.465 / -9.132	eV

Atom charges from the Löwdin analysis, given in e for atoms 1 to 4:
1 H 0.08
2 C -0.07
3 H 0.13
4 H 0.10

***

No. 3
Below is a structure of composition C47H70MoN2O2P2Si6Te, with properties calculated with ωB97M-V with the def2-TZVPD basis set.

The geometry in ORCA input format:
```
! wB97M-V def2-TZVPD RIJCOSX def2/J DEFGRID3
* xyz 2 1
H 3.12 3.23 -0.80
Si -1.93 3.20 -0.47
H 4.19 -1.72 3.24
H -1.32 4.82 1.32
Si 3.38 2.44 -3.14
C 5.20 2.81 -3.31
H 2.45 3.82 -4.96
Si -1.11 -3.52 -0.43
H 1.18 3.34 0.57
H 6.19 -1.68 -2.16
N -1.09 1.84 0.37
H 4.04 -3.85 4.48
H -0.26 5.02 -0.09
H 0.01 -4.70 -2.20
C -3.33 3.36 4.57
C -6.78 -0.48 -0.93
C -1.28 4.80 0.22
H 0.15 -4.94 1.16
H -2.82 -3.09 -2.15
H -1.90 2.14 -2.75
H 6.76 -1.29 -0.54
C 0.69 2.60 2.51
C 1.72 -0.95 -5.61
C -1.55 3.06 -2.28
H -1.91 5.61 -0.14
C 2.60 3.42 -1.74
N -0.86 -1.98 0.47
H -3.17 0.25 2.28
Si 3.26 -1.22 -4.57
C 6.13 -0.94 -1.36
H -1.54 -4.81 1.66
P -0.56 -1.65 2.06
Te 0.65 0.00 -2.12
H 1.83 -1.47 -6.56
H -7.24 -0.60 -4.29
H -5.31 2.70 5.05
C -3.74 3.03 -0.09
C -2.84 -1.80 5.36
H 4.96 -1.24 -6.37
H -1.33 3.78 3.92
H -4.88 -2.43 5.58
C 1.48 3.30 1.61
O -2.51 -0.54 -3.08
H 3.88 4.38 3.73
C -1.92 -2.02 3.15
H -3.15 -4.56 -1.26
H 3.44 -3.64 -4.99
C -4.36 1.38 3.66
C -3.19 -0.41 -2.10
H -1.10 -5.85 0.31
C -0.32 0.01 1.72
H 2.18 -0.77 2.16
C -2.18 3.10 3.85
H 1.15 -3.57 -1.47
H -4.13 2.04 -0.32
C -5.40 -0.43 -0.90
H -3.94 3.25 0.96
H 2.56 -3.35 -3.49
H 4.79 0.21 1.50
H -8.52 -0.57 -2.18
C -2.83 -3.52 -1.15
H 3.66 -3.04 -1.15
C 2.12 -1.71 2.69
H 2.62 4.49 -1.95
C 2.62 3.94 2.04
H -0.07 -3.00 -2.63
H 3.25 0.80 0.86
H 2.55 -2.23 -0.03
H 1.88 -5.03 4.67
C -0.87 -4.90 0.80
H 4.69 0.41 -5.79
C 3.16 -3.44 4.00
C -6.72 -0.55 -3.34
C -4.19 -2.66 3.57
C -3.22 1.12 2.93
C -4.42 2.50 4.48
H 3.23 4.50 1.34
C 4.79 -0.64 -5.47
C -4.05 -2.31 4.90
H 1.40 2.43 -4.67
H -0.14 -4.07 3.63
H -3.25 -2.77 1.64
C 0.91 -2.38 2.79
H -2.04 3.90 -2.78
H 5.67 2.20 -4.07
C 0.82 -3.57 3.52
C -3.13 -2.51 2.69
C 0.12 -3.69 -1.81
C 2.98 3.87 3.38
C 3.60 -2.35 -0.31
H -0.48 3.15 -2.46
C -7.44 -0.54 -2.16
Si 3.21 0.13 -2.63
C 3.41 -3.02 -4.09
H 4.77 1.49 0.29
C 2.45 2.76 -4.73
H -0.82 -1.28 4.86
C 4.28 0.56 0.60
H 5.73 2.65 -2.37
H -7.34 -0.47 -0.01
H 6.56 -0.01 -1.73
Mo -0.88 -0.07 -0.19
H -4.30 3.76 -0.69
H -2.72 -1.53 6.41
H 0.82 -1.33 -5.12
C -1.77 -1.66 4.50
C 2.20 3.16 4.29
O -2.65 -0.22 -0.85
H -5.14 -3.06 3.21
C 1.05 2.53 3.86
C -5.34 -0.51 -3.32
H 1.56 0.11 -5.83
C -2.12 1.98 3.03
C -4.67 -0.44 -2.09
H 5.68 -0.72 -4.85
H 0.44 1.98 4.57
H -5.21 0.71 3.59
H 2.49 3.12 5.33
C 1.95 -4.10 4.11
H 2.91 2.23 -5.57
H 4.33 -3.21 -3.53
H -4.76 -0.52 -4.23
H -3.39 4.23 5.21
H -3.59 -3.00 -0.56
H 4.12 -2.80 0.54
Si 4.37 -0.71 -0.78
C 3.25 -2.24 3.30
H 5.34 3.86 -3.59
H -4.87 -0.38 0.04
P -0.72 1.65 1.97
H 1.56 3.11 -1.62
*
```

Results
frontier orbital gap	6.6	eV
LUMO energy	-6.42	eV
HOMO level	-12.990	eV

Atom charges from the Löwdin analysis, given in e for atoms 1 to 4:
1 H 0.01
2 Si 0.39
3 H 0.11
4 H 0.03

***

No. 4
Below is a structure of composition C29H21ClN4O9W, with properties calculated with ωB97M-V with the def2-TZVPD basis set.

The geometry in ORCA input format:
```
! wB97M-V def2-TZVPD RIJCOSX def2/J DEFGRID3
* xyz -2 3
N 0.65 2.10 1.14
C 0.45 2.08 -1.23
C -2.42 -1.39 -2.60
C -5.30 2.87 2.84
H -3.19 0.31 -0.33
N 0.59 -2.83 -1.03
H 3.23 2.28 -1.87
C 3.19 -1.34 0.86
O 4.99 -3.77 -0.08
C 1.74 0.62 -3.57
H -1.09 -1.64 2.03
C -4.22 1.52 1.10
H -3.66 -4.38 -1.62
C 1.34 4.66 1.49
C 0.99 4.22 0.22
C 0.64 2.89 0.06
C 2.70 -3.45 -0.69
O 4.39 -1.62 1.09
C -3.29 0.58 0.72
O 1.05 1.53 4.55
W 0.50 0.12 0.60
H -4.36 -2.29 -2.74
H -2.72 -0.46 -3.06
H -1.32 -4.63 -0.81
C -4.32 1.92 2.44
C 0.97 2.48 2.37
H -1.84 -0.02 3.72
H 3.75 0.79 -1.07
H 2.81 0.76 -3.80
H 1.61 4.12 3.58
C -1.10 -1.53 -2.18
C 1.34 3.80 2.59
C -1.64 -3.74 -1.34
C -3.45 1.35 3.38
N 1.12 -1.91 -0.19
Cl 1.17 -5.00 -2.45
C -2.52 0.40 2.99
H 3.15 2.13 -0.11
O 1.57 0.09 -2.26
C 1.53 -3.75 -1.36
C -0.74 -2.70 -1.55
O 0.55 0.22 2.78
H -3.50 1.66 4.41
C 1.60 1.01 -1.15
O 0.15 2.74 -2.28
O 2.59 -0.30 1.22
O -0.63 1.00 -0.74
H 1.63 5.70 1.64
C 3.96 -4.24 -0.75
H 1.01 4.86 -0.65
H -4.87 1.98 0.36
H -0.38 -0.73 -2.27
C 3.01 1.59 -1.04
C 0.87 1.34 3.35
H 1.20 1.56 -3.68
C 2.38 -2.27 0.01
H 1.34 -0.13 -4.26
C -2.94 -3.59 -1.79
O 4.05 -5.23 -1.44
C -1.43 -1.00 1.21
N -6.10 3.63 3.17
H -1.80 -1.59 0.38
H 4.77 -2.91 0.45
C -3.33 -2.42 -2.41
C -2.42 -0.03 1.65
*
```

Results
<S²>	2.0225
frontier orbital gap (spin up / spin down)	5.1 / 6.0	eV
ΔE to the lowest compared entry with this formula, charge and spin	0.1799	eV
LUMO energy (spin up / spin down)	4.12 / 4.12	eV
HOMO level (spin up / spin down)	-1.022 / -1.857	eV

Atom charges from the Löwdin analysis, given in e for atoms 1 to 4:
1 N 0.00
2 C -0.63
3 C -0.06
4 C -0.23

***

No. 5
Below is a cluster of 5 separate species, C6H20NO4 in total, with properties calculated with ωB97M-V with the def2-TZVPD basis set.

The geometry in ORCA input format:
```
! wB97M-V def2-TZVPD RIJCOSX def2/J DEFGRID3
* xyz 1 1
H -1.60 2.43 -0.95
O -0.06 -3.00 1.29
H -0.62 -3.76 1.47
C -0.11 0.59 -1.56
O -0.97 0.08 1.03
H -0.82 3.88 -1.74
H 2.89 -0.99 2.73
H 1.24 2.18 -1.18
C -0.27 3.45 0.28
H 3.72 -1.76 1.75
C 1.14 -2.66 -0.86
H -0.28 -0.12 1.66
O -3.25 -1.75 0.40
H -0.95 4.20 0.66
C -0.68 2.99 -1.14
H -3.68 -1.81 1.27
H -0.68 -1.98 -0.90
H 0.91 -3.71 -0.84
H 0.43 -2.66 2.05
H 0.54 2.33 -2.80
H 1.79 -0.19 -1.10
H -1.18 0.41 -1.56
H -0.03 2.56 0.86
C 0.34 2.00 -1.78
C 0.73 -0.38 -1.20
H 0.68 4.01 0.20
H -2.74 -0.93 0.43
H -1.77 0.31 1.52
O 2.80 -1.59 1.99
N 0.29 -1.71 -0.98
H 2.19 -2.46 -1.01
*
```

Results
frontier orbital gap	9.2	eV
ΔE to the lowest compared entry with this formula, charge and spin	2.2660	eV
LUMO energy	-3.95	eV
HOMO level	-13.110	eV

Atom charges from the Löwdin analysis, given in e for atoms 1 to 4:
1 H 0.09
2 O -0.05
3 H 0.07
4 C -0.06

***

No. 6
Below is a cluster of 12 separate species, H24O12 in total, with properties calculated with ωB97M-V with the def2-TZVPD basis set.

The geometry in ORCA input format:
```
! wB97M-V def2-TZVPD RIJCOSX def2/J DEFGRID3
* xyz 0 1
O -3.09 2.25 0.38
H -1.05 -2.42 2.74
H -1.54 -0.51 2.78
H -0.29 -0.44 -0.57
H 2.73 -0.83 1.10
H 2.31 2.67 1.76
O -3.46 -0.36 0.06
H 1.05 3.13 0.88
H -0.08 2.34 -1.69
O -0.84 3.02 -1.48
H 3.52 -1.11 -0.26
O -1.83 -2.35 3.20
H -3.32 -0.75 0.88
O -1.56 -0.71 1.84
O 2.89 -2.53 -2.02
H -3.71 1.60 0.07
O -1.66 0.97 -1.80
H -2.35 1.61 0.35
H 2.84 -3.05 -2.78
H -3.99 -0.97 -0.50
O 1.93 2.77 0.82
H -1.28 0.86 -2.61
H -1.29 0.10 1.54
H 3.37 1.95 -1.03
H -1.89 -3.31 3.46
O 0.48 -0.40 -1.06
H 4.60 2.53 -0.33
O 4.15 1.74 -0.51
H -0.48 3.90 -1.53
H 0.11 -0.49 -1.97
H 0.22 -2.48 0.10
H -2.27 0.25 -1.66
H 3.78 -2.22 -2.15
H -0.27 -3.39 1.28
O 2.63 -0.89 0.14
O 0.26 -3.36 0.44
*
```

Results
structure (SMILES)	O.O.O.O.O.O.O.O.O.O.O.O
frontier orbital gap	10.2	eV
ΔE to the lowest compared entry with this formula, charge and spin	5.5722	eV
LUMO energy	0.13	eV
HOMO level	-10.079	eV

Atom charges from the Löwdin analysis, given in e for atoms 1 to 4:
1 O -0.06
2 H -0.04
3 H 0.08
4 H -0.04